Entry 1:
Below is C35H42N9O3PS as an isolated structure in a non-equilibrium geometry, with properties calculated with ωB97M-V/def2-TZVPD.

Summary:
maximum force: 0.0236 hartree/bohr
HOMO: -8.030 eV
LUMO energy: -1.3 eV

Cartesian coordinates (Å):
H1 4.96 -4.02 4.43
H2 2.29 -2.82 -1.53
N1 -1.11 -2.96 4.23
H3 6.12 -6.46 4.50
C1 -0.24 -4.15 5.88
H4 -0.93 -6.11 5.02
S1 2.14 1.98 -1.46
O1 -2.41 3.61 -2.11
C2 -2.96 3.71 -7.46
N2 2.60 -3.76 -1.45
C3 6.63 -1.28 1.73
C4 -5.57 10.21 -4.97
C5 3.60 -5.58 -0.69
C6 0.67 -1.24 -0.29
H5 3.42 -1.27 2.52
C7 1.06 -0.01 -0.85
C8 6.34 -5.62 5.14
H6 -6.27 7.92 -2.67
N3 -2.97 5.43 -6.07
C9 2.31 -4.77 -2.33
H7 3.75 -3.61 0.35
O2 -2.48 2.04 -0.10
C10 6.00 -0.86 0.59
N4 -4.99 8.16 -4.37
C11 -2.57 3.26 -6.16
H8 -2.30 2.26 -5.89
H9 0.27 -4.42 6.78
H10 -3.06 6.36 -5.72
C12 -2.58 4.34 -5.33
P1 -2.84 2.22 -1.52
H11 -3.52 5.77 -8.10
H12 -4.54 7.27 -4.35
H13 -3.01 -0.65 0.76
C13 0.15 0.72 -1.63
C14 5.63 -1.52 2.70
H14 7.70 -1.41 1.85
H15 -2.88 0.47 -3.11
C15 -0.56 -1.70 -0.61
C16 -0.41 -2.88 5.40
N5 -3.20 -0.61 1.74
H16 5.79 -1.87 3.71
C17 5.73 -4.39 5.08
H17 3.96 -0.53 0.17
C18 7.29 -5.57 6.20
H18 -5.62 11.14 -5.50
C19 -3.20 5.05 -7.36
N6 0.66 1.88 -2.02
H19 -0.91 -2.63 -0.20
C20 -1.44 -0.98 -1.44
N7 4.66 -0.82 0.84
H20 -0.10 -1.93 5.79
H21 -2.35 4.21 -1.35
N8 2.25 0.59 -0.71
H22 -2.35 4.43 -4.28
H23 -1.61 1.62 -3.46
C21 -5.94 8.57 -3.47
H24 -4.60 -2.21 1.92
C22 -2.10 1.07 -2.67
C23 7.23 -4.32 6.74
C24 -1.40 -4.27 3.95
H25 -1.95 -4.54 3.07
H26 2.86 -6.87 -2.36
H27 -1.93 1.02 2.24
C25 -6.32 9.84 -3.81
C26 3.40 -4.25 -0.44
C27 -3.12 0.04 3.85
C28 -4.76 9.15 -5.28
O3 -4.38 2.08 -1.80
H28 -2.86 0.57 4.75
H29 -3.05 3.12 -8.35
H30 -4.85 2.25 -0.97
C29 -1.14 0.23 -1.93
C30 -0.87 -5.04 4.95
H31 6.03 -2.66 6.24
H32 -1.39 -2.18 3.67
H33 1.33 -1.79 0.36
C31 2.91 -5.91 -1.88
H34 1.69 -4.58 -3.20
C32 -4.03 -1.05 3.74
H35 7.78 -3.87 7.55
H36 -7.05 10.43 -3.30
C33 -2.63 0.29 2.60
H37 -4.05 9.03 -6.08
H38 -4.60 -1.51 4.53
N9 6.28 -3.61 6.05
C34 4.42 -1.23 2.13
H39 4.19 -6.25 -0.07
H40 6.39 -0.59 -0.37
H41 -2.41 -1.38 -1.64
C35 -4.05 -1.43 2.43
H42 7.94 -6.36 6.52

Entry 2:
Below is one molecule with the formula C4H8O2 in a non-equilibrium geometry, with properties calculated with ωB97M-V/def2-TZVPD.

Summary:
structure (SMILES): CCC(=O)CO
maximum force: 0.0357 hartree/bohr
HOMO: -10.079 eV
LUMO energy: 0.8 eV

Cartesian coordinates (Å):
C1 1.04 -0.48 -0.24
H1 0.15 2.50 0.29
C2 -0.46 1.81 -0.33
C3 -0.11 0.40 0.14
H2 -2.06 1.33 0.54
H3 1.19 -2.68 0.15
C4 0.38 -1.97 0.16
O1 -1.83 2.00 -0.13
H4 1.89 -0.41 0.44
H5 -0.21 1.99 -1.38
H6 1.49 -0.12 -1.22
H7 -0.45 -2.25 -0.50
H8 -0.08 -2.05 1.18
O2 -0.93 -0.08 0.90

Entry 3:
Below is a 2-piece molecular cluster, C10H29BNO6P2S overall in a non-equilibrium geometry, with properties calculated with ωB97M-V/def2-TZVPD.

Summary:
maximum force: 0.1271 hartree/bohr
net charge: +1
HOMO: -12.143 eV
LUMO energy: -3.1 eV

Cartesian coordinates (Å):
H1 -4.98 -4.61 1.14
O1 6.53 2.52 0.20
H2 -5.41 2.26 1.08
H3 -3.44 2.74 2.63
H4 4.47 0.90 -3.41
H5 3.52 0.32 -2.01
H6 -2.45 1.70 0.84
C1 -4.38 2.61 0.94
H7 -2.01 -0.78 1.65
C2 3.73 1.17 -2.66
H8 7.44 1.55 -3.36
H9 0.13 0.35 -0.17
C3 -2.77 -0.42 -0.94
H10 -3.70 0.70 1.66
H11 -4.24 3.24 0.07
C4 7.12 1.53 1.06
O2 -4.00 3.32 2.12
H12 -4.89 -2.37 -0.25
H13 -5.24 -2.35 3.67
H14 -4.45 -1.62 1.28
S1 -4.75 -3.55 3.30
H15 2.81 1.45 -3.18
H16 8.30 1.44 -1.81
H17 0.93 -3.07 0.74
H18 7.19 0.57 0.56
H19 -1.95 0.13 -1.41
H20 6.54 1.44 1.98
C5 -3.84 0.62 -0.49
C6 -5.21 -3.62 1.55
H21 -2.67 -3.56 1.42
O3 6.25 1.15 -1.73
H22 1.54 -0.52 -0.26
P1 -1.99 -1.42 0.40
H23 -2.88 -3.57 -0.35
O4 4.50 1.15 0.21
C7 7.40 1.80 -2.30
H24 7.35 2.88 -2.20
P2 5.28 2.00 -0.73
H25 8.12 1.89 1.31
H26 -3.87 1.37 -1.29
H27 -3.14 -1.11 -1.70
O5 0.51 -2.88 -0.11
H28 -6.28 -3.44 1.42
C8 -4.45 -2.57 0.73
C9 -3.49 1.36 0.80
O6 4.14 2.29 -1.90
B1 -0.12 -1.66 -0.10
C10 -2.93 -2.96 0.55
H29 -4.81 0.13 -0.46
N1 0.56 -0.50 -0.52

Entry 4:
Below is a 2-piece molecular cluster, C4H11NO overall in a non-equilibrium geometry, with properties calculated with ωB97M-V/def2-TZVPD.

Summary:
structure (SMILES): C=CO.CCN
maximum force: 0.0239 hartree/bohr
HOMO: -8.306 eV
LUMO energy: 1.0 eV

Cartesian coordinates (Å):
H1 -2.28 -0.04 -2.26
C1 -1.29 1.42 -1.07
H2 0.68 -0.32 2.22
H3 1.91 -0.79 -0.35
O1 -0.30 1.71 -0.21
C2 1.06 -1.06 1.51
H4 2.57 0.16 0.80
C3 -1.36 0.36 -1.88
H5 -0.37 -2.60 1.73
H6 0.14 -2.40 0.10
H7 0.35 0.96 -0.18
C4 -0.14 -1.83 0.99
H8 -2.10 2.15 -1.01
N1 1.70 -0.24 0.47
H9 1.78 -1.68 2.05
H10 -0.47 -0.10 -2.28
H11 -1.02 -1.20 0.86

Entry 5:
Below is C35H38N3OP2W as an isolated structure, with properties calculated with ωB97M-V/def2-TZVPD.

Summary:
spin multiplicity: 3
maximum force: 0.0107 hartree/bohr
net charge: +3
HOMO (alpha / beta): -16.424 / -16.420 eV
LUMO energy (alpha / beta): -10.5 / -10.3 eV

Cartesian coordinates (Å):
C1 -2.55 3.06 -0.16
H1 3.22 3.50 -0.76
H2 0.75 -4.72 -0.66
H3 -2.89 -3.33 -0.57
C2 2.45 -2.32 0.99
C3 -2.26 -2.53 -0.19
C4 -3.37 0.79 1.53
H4 -5.27 1.59 0.88
H5 1.27 5.40 -1.64
H6 3.10 -3.03 1.50
C5 3.47 0.87 1.39
H7 2.48 -4.37 -0.55
C6 2.75 -0.60 -3.57
C7 -0.80 4.59 -1.25
H8 -1.62 -0.04 2.51
P1 -2.51 1.26 0.02
H9 -2.80 3.48 0.82
H10 -4.93 -0.81 -4.64
H11 -5.18 0.04 4.85
H12 -1.28 -5.25 0.20
C8 3.06 1.30 2.66
C9 -5.37 0.84 2.87
H13 2.17 -1.54 1.69
H14 6.33 -0.71 2.26
C10 -4.96 -0.82 -2.50
H15 2.14 -1.25 -4.18
H16 5.59 0.03 4.49
N1 -1.05 -3.15 0.35
H17 -2.79 -1.98 0.58
C11 0.65 4.62 -1.25
C12 -2.68 0.20 2.59
C13 4.33 1.09 -2.01
H18 -0.42 -4.68 1.66
C14 -4.37 -0.33 -1.34
H19 -1.97 1.62 -2.76
C15 3.82 0.99 3.77
C16 -4.72 1.12 1.68
C17 -4.67 0.25 3.92
C18 2.42 3.15 -0.10
C19 4.79 0.64 -3.24
H20 -6.41 1.10 2.99
C20 2.29 -0.15 -2.34
H21 4.37 -0.55 -4.97
H22 -5.81 -1.48 -2.43
C21 1.55 -4.41 0.01
H23 -2.79 -0.52 4.61
C22 -1.20 3.49 -0.61
C23 1.08 3.53 -0.59
O1 0.04 -1.14 0.37
H24 2.15 1.89 2.78
C24 -3.38 0.43 -3.83
H25 -2.01 -1.87 -1.03
C25 -3.29 0.54 -1.43
H26 -4.77 -0.62 -0.37
H27 1.29 -0.47 -2.02
C26 -1.23 -4.48 0.96
H28 2.61 3.55 0.90
N2 1.28 -3.05 0.51
H29 5.77 0.95 -3.59
C27 3.07 0.69 -1.55
H30 -3.01 0.73 -4.80
C28 5.40 -0.16 2.37
H31 2.99 -1.89 0.14
H32 4.98 -0.19 0.27
P2 2.45 1.35 -0.01
C29 4.65 0.14 1.25
C30 -4.46 -0.44 -3.74
H33 -2.17 -4.45 1.51
W1 -0.02 0.75 0.21
N3 -0.05 2.69 -0.22
H34 -3.32 3.35 -0.87
H35 -1.45 5.36 -1.66
C31 -3.33 -0.07 3.78
H36 3.51 1.33 4.75
C32 4.01 -0.21 -4.01
C33 -2.79 0.93 -2.68
H37 1.65 -5.12 0.83
C34 4.99 0.26 3.63
C35 0.09 -2.50 0.41
H38 4.95 1.76 -1.43

Entry 6:
Below is one molecule with the formula C4H5NO, with properties calculated with ωB97M-V/def2-TZVPD.

Summary:
structure (SMILES): C=C=C(C)N=O
maximum force: 0.0101 hartree/bohr
HOMO: -9.060 eV
LUMO energy: -0.2 eV

Cartesian coordinates (Å):
C1 -0.27 0.01 -0.32
H1 2.16 1.36 1.17
N1 -0.82 1.14 -1.06
H2 -0.65 -1.57 1.06
C2 -1.15 -1.07 0.23
H3 -1.41 -1.80 -0.54
H4 -2.07 -0.59 0.59
C3 1.00 0.21 -0.04
C4 2.15 0.66 0.34
O1 -2.01 1.30 -0.86
H5 3.10 0.43 -0.14

Entry 7:
Below is a 2-piece molecular cluster, C4H5NO2 overall, with properties calculated with ωB97M-V/def2-TZVPD.

Summary:
structure (SMILES): C=CC=O.N=C=O
maximum force: 0.0137 hartree/bohr
HOMO: -10.163 eV
LUMO energy: 0.0 eV

Cartesian coordinates (Å):
N1 -1.37 -0.57 -1.91
H1 2.34 0.25 -0.90
H2 -0.52 0.62 2.32
H3 -1.43 -1.55 -1.69
O1 -0.44 -1.20 1.46
C1 1.60 -0.17 -0.22
H4 1.41 -1.24 -0.28
H5 1.08 1.65 0.75
C2 -0.08 -0.04 1.55
O2 -1.87 1.33 -0.57
C3 0.93 0.58 0.66
C4 -1.65 0.34 -1.17

Entry 8:
Below is one molecule with the formula C3H5N3, with properties calculated with ωB97M-V/def2-TZVPD.

Summary:
maximum force: 0.0159 hartree/bohr
HOMO: -7.986 eV
LUMO energy: -0.4 eV

Cartesian coordinates (Å):
H1 -0.38 2.33 0.40
N1 0.96 1.98 0.47
H2 2.70 -1.03 -0.10
C1 -0.41 -0.05 -0.04
N2 -1.71 -0.57 -0.22
C2 0.02 1.21 0.28
C3 0.79 -0.85 -0.17
H3 -2.21 -0.76 0.65
H4 0.60 -1.89 -0.46
N3 1.95 -0.35 0.03
H5 -2.30 -0.03 -0.84

Entry 9:
Below is one molecule with the formula C5H9NO4 in a non-equilibrium geometry, with properties calculated with ωB97M-V/def2-TZVPD.

Summary:
structure (SMILES): N[C@@H](CCC(=O)O)C(=O)O
maximum force: 0.0820 hartree/bohr
HOMO: -10.011 eV
LUMO energy: 0.3 eV

Cartesian coordinates (Å):
H1 -0.29 -2.89 -0.46
N1 0.02 -2.47 0.41
O1 -2.10 -1.14 1.68
C1 0.66 -0.28 -0.60
C2 -0.08 -1.01 0.54
H2 -2.84 -0.56 1.95
O2 1.93 2.45 -2.08
H3 0.81 1.60 0.63
O3 -1.83 0.68 0.59
H4 -0.72 2.21 -0.74
H5 0.38 -0.86 1.50
H6 -0.55 -2.85 1.20
O4 -0.22 2.52 -1.53
C3 -1.42 -0.40 0.77
H7 -0.01 -0.15 -1.46
C4 1.10 2.10 -1.32
H8 2.34 0.91 0.13
C5 1.31 1.11 -0.20
H9 1.50 -0.97 -0.99

Entry 10:
Below is one molecule with the formula C5H7NO, with properties calculated with ωB97M-V/def2-TZVPD.

Summary:
structure (SMILES): C[C@]1(C=O)C=C1N
maximum force: 0.0093 hartree/bohr
HOMO: -8.628 eV
LUMO energy: 0.9 eV

Cartesian coordinates (Å):
H1 -1.91 -0.62 -1.23
C1 -0.19 -1.51 0.69
C2 -0.35 -0.09 0.22
C3 0.32 1.02 1.01
H2 2.24 -0.29 -1.26
H3 2.77 1.18 -0.64
H4 -1.11 -2.12 0.72
H5 -2.49 0.24 0.20
H6 -1.61 1.12 -1.06
C4 -1.66 0.17 -0.52
H7 0.20 1.65 1.87
N1 1.97 0.64 -0.95
C5 0.95 0.61 -0.05
O1 0.88 -2.00 0.99

Entry 11:
Below is one molecule with the formula C5H10Br2 in a non-equilibrium geometry, with properties calculated with ωB97M-V/def2-TZVPD.

Summary:
structure (SMILES): C[C@H](CBr)CCBr
maximum force: 0.0477 hartree/bohr
HOMO: -10.158 eV
LUMO energy: 0.7 eV

Cartesian coordinates (Å):
C1 -0.77 -1.15 -2.32
C2 -1.65 -0.34 -0.07
H1 -1.77 -0.96 -2.71
C3 -0.50 -0.24 -1.09
H2 -0.44 0.75 -1.45
Br1 2.30 -0.98 -1.69
C4 -1.46 0.58 1.16
Br2 -1.47 2.50 0.55
H3 -2.27 0.50 1.88
C5 0.82 -0.65 -0.40
H4 -0.06 -0.92 -3.15
H5 -0.54 0.34 1.73
H6 -0.72 -2.21 -2.08
H7 -2.62 -0.10 -0.53
H8 -1.72 -1.35 0.29
H9 1.13 0.15 0.30
H10 0.66 -1.56 0.18

Entry 12:
Below is one molecule with the formula C3H6N2 in a non-equilibrium geometry, with properties calculated with ωB97M-V/def2-TZVPD.

Summary:
structure (SMILES): CNCC#N
maximum force: 0.0219 hartree/bohr
HOMO: -9.670 eV
LUMO energy: 0.9 eV

Cartesian coordinates (Å):
H1 0.00 0.08 -1.68
C1 0.44 1.73 -0.33
C2 -0.88 -1.00 0.54
N1 0.49 -0.60 0.25
H2 0.89 -0.17 1.08
C3 0.65 0.35 -0.84
H3 1.68 0.32 -1.21
H4 -1.31 -1.49 -0.34
H5 -0.84 -1.74 1.35
N2 0.45 2.69 0.32
H6 -1.56 -0.19 0.86